#w
The following is a quantum chemistry calculation of a cluster of 2 separate species, C5H12NO2 in total, from OMol25.

Element x y z (Å)
C (0.556, 1.565, 0.110)
C (0.711, 0.367, -0.875)
C (1.596, 0.580, -2.043)
C (1.483, 0.024, -3.242)
N (-0.680, 1.598, 0.880)
C (-0.844, 0.253, 1.652)
O (-1.406, -0.683, 0.890)
H (0.782, 2.467, -0.507)
H (1.365, 1.589, 0.824)
H (-0.331, 0.170, -1.156)
H (0.968, -0.506, -0.274)
H (2.513, 1.165, -1.891)
H (2.215, -0.046, -4.037)
H (0.528, -0.332, -3.641)
H (-1.527, 1.734, 0.350)
H (0.165, 0.060, 2.059)
H (-1.476, 0.584, 2.516)
H (-1.874, -3.224, 1.812)
H (-0.992, -2.040, 1.570)
O (-0.961, -3.001, 1.937)

Results
**HOMO energy**: -3.55 eV
**Total charge**: -1

=====

#x
The following is a quantum chemistry calculation of the ion C5H12NO2 with charge -1, from OMol25.

Element x y z (Å)
C (-1.824, 0.751, 0.174)
C (-0.562, -0.058, -0.092)
C (0.548, 0.820, -0.708)
C (0.104, 1.636, -1.890)
O (1.066, 1.683, 0.293)
N (0.006, -0.599, 1.150)
C (0.685, -1.958, 0.993)
O (0.166, -2.771, 0.071)
H (-2.484, 0.769, -0.691)
H (-2.375, 0.212, 0.955)
H (-1.597, 1.723, 0.624)
H (-0.815, -0.870, -0.768)
H (1.358, 0.144, -1.017)
H (-0.760, 2.250, -1.669)
H (0.948, 2.175, -2.309)
H (-0.278, 0.942, -2.653)
H (1.072, 1.098, 1.071)
H (-0.688, -0.567, 1.882)
H (0.762, -2.359, 2.036)
H (1.739, -1.686, 0.709)

Results
**HOMO energy**: -2.60 eV
**SMILES**: C[C@H](NC[O-])[C@@H](C)O
**Total charge**: -1

=====

#y
The following is a quantum chemistry calculation of the ion C5H12NO2 with charge -1, from OMol25.

Element x y z (Å)
C (-2.057, -0.087, -0.045)
C (-0.465, -0.021, -0.048)
C (0.040, -0.571, 1.286)
C (1.425, -0.115, 1.635)
O (1.723, 0.152, 3.019)
N (0.213, -0.657, -1.176)
C (-0.008, 0.178, -2.527)
O (-0.779, 1.195, -2.394)
H (-2.535, -0.624, -0.855)
H (-2.549, -0.287, 0.937)
H (-2.186, 0.983, -0.194)
H (-0.174, 1.032, -0.232)
H (-0.589, -0.160, 2.052)
H (0.030, -1.676, 1.398)
H (2.226, -0.785, 1.279)
H (1.735, 0.823, 1.153)
H (0.970, 0.152, 3.597)
H (-0.263, -1.538, -1.345)
H (1.050, 0.346, -2.848)
H (-0.369, -0.679, -3.268)

Results
**HOMO energy**: -2.68 eV
**SMILES**: C[C@@H](CCO)NC[O-]
**Total charge**: -1

=====

Top of the stability list: #x, leading by 15.6 kcal/mol.

=====

#w
The following is a quantum chemistry calculation of a structure of composition C4H8NO2, from OMol25.

Element x y z (Å)
C (-0.434, -1.023, -0.245)
C (-1.564, -0.488, 0.641)
C (-1.428, 0.977, 1.120)
N (-2.801, -1.062, 0.581)
C (3.424, 0.356, -1.091)
O (3.837, -0.793, -0.855)
O (2.267, 0.764, -0.768)
H (0.493, -0.764, 0.299)
H (-0.546, -0.538, -1.216)
H (-0.403, -2.107, -0.268)
H (-2.555, -0.319, -0.220)
H (-0.435, 1.383, 1.133)
H (-2.100, 1.582, 0.390)
H (-1.753, 0.901, 2.150)
H (3.997, 1.132, -1.652)

Results
**HOMO energy**: -4.06 eV
**Total charge**: -1

=====

#x
The following is a quantum chemistry calculation of a structure of composition C4H8NO2, from OMol25.

Element x y z (Å)
C (-2.143, 1.581, 0.294)
C (-2.424, 0.091, 0.176)
C (-1.322, -0.966, 0.260)
N (-3.671, -0.288, -0.056)
C (3.282, 0.154, -0.299)
O (2.060, 0.033, -0.569)
O (4.081, -0.730, 0.037)
H (-1.109, 1.783, 0.572)
H (-2.804, 1.911, 1.100)
H (-2.417, 2.090, -0.624)
H (-3.388, -0.085, 1.061)
H (-0.868, -0.820, 1.241)
H (-1.920, -1.856, 0.094)
H (-0.547, -0.735, -0.480)
H (3.612, 1.215, -0.397)

Results
**HOMO energy**: -4.08 eV
**Total charge**: -1

=====

Top of the stability list: #x, leading by 12.3 kcal/mol.

=====

#w
The following is a quantum chemistry calculation of a cluster of 2 separate species, C2H3NO3S in total, from OMol25.

Element x y z (Å)
C (1.698, -2.048, -1.717)
C (-0.475, -1.082, 0.982)
N (2.743, -1.597, -2.066)
O (0.633, -2.214, -1.260)
O (2.071, -0.538, 1.224)
O (0.718, 0.779, -0.313)
S (0.843, -0.329, 0.516)
H (-1.334, -0.650, 0.539)
H (-0.417, -2.180, 0.945)
H (3.533, -1.758, -2.609)

Results
**HOMO energy**: -9.54 eV
**SMILES**: C=S(=O)=O.N=C=O

=====

#x
The following is a quantum chemistry calculation of a cluster of 2 separate species, C2H3NO3S in total, from OMol25.

Element x y z (Å)
C (1.862, 1.232, -0.032)
C (1.081, 0.687, -0.970)
N (-1.171, -1.484, 0.126)
O (-1.150, 0.724, 1.315)
O (-2.215, 0.568, -0.937)
O (2.040, -0.065, 0.039)
S (-1.191, 0.183, -0.015)
H (2.432, 2.011, 0.424)
H (-0.494, -1.842, 0.784)
H (-1.195, -2.013, -0.733)

Results
**HOMO energy (alpha / beta)**: -8.74 / -9.43 eV

=====

#y
The following is a quantum chemistry calculation of an isolated molecule of C2H3NO3S, from OMol25.

Element x y z (Å)
C (-0.838, -1.391, 0.012)
C (-0.320, 1.258, 0.034)
N (-1.702, -0.502, -0.029)
O (1.727, 0.311, -1.293)
O (1.925, 0.416, 1.157)
O (0.472, -1.300, 0.110)
S (1.127, 0.248, -0.007)
H (-1.174, -2.433, -0.047)
H (-0.615, 1.684, -0.900)
H (-0.601, 1.708, 0.963)

Results
**HOMO energy (alpha / beta)**: -10.70 / -10.58 eV

=====

Top of the stability list: #w, leading by 20.9 kcal/mol.